171
Properties=species:S:1:pos:R:3:forces:R:3:mulliken_charge:R:1 method="wB97M-V/def2-TZVPD" e_tot_ha=-3046.3143 spin_multiplicity=1
C 0.03873 3.72353 -3.20754 0.40 -0.73 0.63 -1.5908
C 0.27675 2.58832 -2.20485 -1.49 0.40 0.84 0.7577
O 0.54583 3.11422 -0.84443 -0.31 -1.78 -0.79 -0.4061
H 0.83319 4.43467 -3.14343 0.63 0.66 0.37 0.4356
H -0.87759 4.19661 -2.89417 -0.39 0.36 -0.46 0.2265
H 0.07859 3.43158 -4.26428 -0.56 -0.35 0.36 0.3598
H 1.04392 1.90099 -2.51208 0.57 -0.21 -0.03 0.0435
H -0.66449 2.01292 -2.03750 0.62 0.14 -0.73 -0.2464
H 0.19164 2.34712 -0.30161 0.44 1.25 -0.28 -0.0158
C -2.42570 5.69889 -0.81271 -0.04 -1.06 0.24 -0.7191
C -1.02482 6.17614 -0.42224 -0.97 0.18 -0.43 -0.3495
O -0.39835 5.27909 0.45310 0.55 -0.31 -0.20 -0.4476
H -2.92734 5.39052 0.12140 -0.30 0.78 -0.29 0.1243
H -2.44539 4.74556 -1.35042 0.51 0.01 -0.29 0.0490
H -2.97161 6.39721 -1.45656 -0.06 0.12 0.54 0.3886
H -1.18258 7.11397 0.10556 0.27 0.16 0.20 0.3571
H -0.44723 6.42039 -1.32091 0.26 -0.21 0.08 0.3110
H 0.02471 4.54887 -0.06570 -0.46 0.49 0.22 0.2448
C -0.32276 0.75040 -5.74930 -0.05 0.03 -0.38 -1.2577
C -1.66695 0.67623 -5.03712 0.80 0.17 -0.58 -0.1316
O -1.48646 -0.06655 -3.85692 -0.47 -0.52 0.71 -0.0975
H -0.42072 1.33466 -6.66890 0.13 0.26 0.26 0.4026
H 0.09549 -0.19661 -6.07540 -0.45 -0.52 0.05 0.3584
H 0.45319 1.13733 -5.09390 -0.09 0.54 0.04 0.1830
H -2.40464 0.20148 -5.69490 -0.06 0.14 0.11 0.4048
H -1.98290 1.69327 -4.77429 -0.16 -0.08 -0.18 0.2680
H -2.36197 -0.12918 -3.42741 0.17 -0.01 0.12 0.0047
C 3.04964 -1.82415 -3.33726 -0.29 1.19 -0.50 -0.8664
C 1.74441 -1.57058 -4.06884 0.32 0.14 0.24 -0.3734
O 0.62318 -2.00804 -3.27990 -0.42 0.94 -0.46 -0.2394
H 3.10641 -2.87675 -3.13769 0.58 -0.41 0.43 0.2300
H 3.09289 -1.17086 -2.46548 -0.14 -0.58 0.44 0.0169
H 3.87860 -1.42302 -3.94319 -0.16 -0.70 -0.12 0.4799
H 1.75227 -2.09667 -5.02475 -0.12 0.00 -0.11 0.4179
H 1.70078 -0.49532 -4.25746 -0.36 -0.03 -0.08 0.2000
H -0.13187 -1.40764 -3.51922 0.51 -0.64 0.26 0.0229
C 2.94477 -4.44262 2.20973 0.48 0.02 -1.00 -1.1681
C 2.41396 -4.90541 0.87119 -0.88 0.20 -0.44 0.1319
O 2.87025 -4.06189 -0.21151 -0.46 -0.86 0.50 -0.1463
H 2.57630 -3.44279 2.42378 -0.43 -0.07 0.41 0.1545
H 4.02414 -4.31719 2.16540 0.24 -0.37 0.14 0.2825
H 2.65673 -5.22528 2.90824 0.06 0.42 0.49 0.4308
H 1.30311 -4.83800 0.93888 0.49 -0.19 -0.24 -0.1250
H 2.65804 -5.96414 0.67975 0.12 0.34 0.00 0.4939
H 2.35866 -4.34448 -1.00298 0.11 0.12 0.03 0.1082
C -6.11645 0.26615 1.06918 -0.02 0.04 1.30 0.0340
C -6.38594 -0.81542 0.06135 -0.19 0.18 -1.07 -0.9293
O -5.23027 -1.38395 -0.53577 0.24 0.48 -0.02 -0.3272
H -5.44618 1.04417 0.72026 0.00 0.11 -0.39 -0.1885
H -5.63189 -0.14987 1.98322 -0.37 0.17 -0.49 0.2117
H -7.06551 0.75534 1.37587 0.47 -0.33 -0.12 0.3042
H -7.01996 -0.41948 -0.75207 0.34 -0.11 0.18 0.3521
H -6.92225 -1.63933 0.48542 -0.66 -0.36 0.58 0.3860
H -4.77322 -1.90313 0.16112 0.36 -0.13 -0.17 0.2798
C 1.61210 -0.04428 -0.23787 0.10 0.66 1.19 1.3965
C 0.45988 -0.82118 0.36052 -1.78 -0.78 -0.83 0.6384
C -1.01645 -0.42113 -0.03963 1.10 1.86 1.36 -0.1685
O -1.17014 0.98141 0.36003 -1.13 -0.79 -0.75 1.7978
C -2.49101 1.54210 0.08846 0.96 0.91 -0.05 -0.6471
N 0.45012 -2.25650 -0.00558 1.09 -0.30 0.52 1.6590
H 1.60783 0.97329 0.24732 0.15 -0.83 -0.81 -1.0802
H 1.58107 -0.01053 -1.32408 0.03 0.13 -0.02 -1.1161
H 2.53745 -0.54755 0.11523 -0.33 0.31 -0.43 0.2568
H 0.56327 -0.71657 1.45399 -0.35 -0.26 -0.26 -0.2673
H -1.70153 -1.03449 0.56260 0.03 0.05 -0.33 -0.2827
H -1.24692 -0.45797 -1.11114 0.29 -0.44 0.04 -0.0153
H -2.25809 2.60966 0.23538 -0.62 -0.16 -0.09 -0.0850
H -3.28237 1.24905 0.79656 0.52 -0.29 -0.07 -0.0372
H -2.87815 1.42160 -0.95548 0.61 -0.30 0.67 0.1163
H 0.25726 -2.37465 -1.00336 0.12 0.20 0.20 -0.7549
H 1.39794 -2.64916 0.12660 -0.52 0.16 -0.23 -0.4746
C 5.31150 -2.15428 -0.13331 -0.20 -0.88 -0.76 -0.6059
C 6.14719 -3.08370 -1.03368 0.19 0.49 1.10 1.0301
C 7.57034 -2.59742 -1.21336 0.73 0.07 -1.36 -1.0235
O 8.19832 -3.51982 -2.12824 -2.43 -0.90 0.59 -0.3002
C 9.44575 -3.18817 -2.55222 0.70 0.99 0.22 -0.7921
N 6.21460 -4.38339 -0.36672 -0.69 0.14 -0.24 -0.7794
H 4.31778 -2.59923 -0.02325 -0.04 0.50 -0.71 -0.5159
H 5.31806 -1.17591 -0.59674 -0.35 0.45 0.31 0.3378
H 5.60833 -2.16922 0.89883 1.01 0.37 0.42 0.4675
H 5.70322 -3.09938 -2.04409 -0.05 -0.15 0.22 -0.1124
H 8.13819 -2.47319 -0.28500 -0.06 -0.53 0.18 0.4524
H 7.65675 -1.63172 -1.71835 -0.56 0.40 0.05 0.4320
H 9.97169 -2.94440 -1.65775 1.44 0.05 0.66 0.3477
H 9.47460 -2.26250 -3.14221 -0.12 -0.12 -0.43 0.2749
H 9.89444 -4.02563 -3.07163 0.07 -0.02 -0.14 0.2415
H 5.24706 -4.70324 -0.25992 0.43 -0.13 -0.08 0.1643
H 6.70786 -5.01238 -0.97948 0.05 -0.41 -0.05 0.2958
C -2.55598 -3.71694 -1.76460 -0.87 -1.48 -0.77 -0.4865
C -2.52262 -5.25555 -1.59865 -0.52 -0.48 0.25 0.3786
C -2.66587 -6.10654 -2.89762 -0.39 0.11 0.07 -0.9435
O -3.87861 -5.82572 -3.58738 -0.08 0.66 0.34 -0.2597
C -4.28035 -6.84761 -4.48061 0.09 0.16 0.91 -0.7711
N -1.26871 -5.60142 -0.89484 0.02 0.08 -0.76 -0.4139
H -3.55526 -3.44953 -2.10470 -0.04 0.21 0.07 0.4893
H -1.85992 -3.38450 -2.51783 0.50 0.13 -0.23 0.1488
H -2.36345 -3.25342 -0.81868 0.13 0.34 0.45 -0.3672
H -3.35871 -5.55870 -0.92015 0.17 0.38 -0.68 0.3646
H -2.66634 -7.18251 -2.66648 0.10 0.08 0.41 0.4636
H -1.84032 -5.96820 -3.58937 0.51 0.33 -0.04 0.3008
H -5.26691 -6.59192 -4.87053 0.11 0.02 0.11 0.2225
H -4.33930 -7.76572 -3.87684 -0.06 -0.20 -0.58 0.3334
H -3.58373 -6.94163 -5.31144 0.17 -0.22 -0.12 0.2902
H -1.26417 -6.57497 -0.60174 -0.07 0.16 0.05 0.2490
H -1.28573 -5.01454 -0.06973 0.33 -0.24 0.39 0.1150
C 4.72888 6.72014 2.41052 -0.26 -0.62 -0.01 -1.4942
C 4.81746 5.24006 2.76933 0.76 0.38 0.95 0.6100
C 4.66853 4.38823 1.54983 -0.27 -0.84 0.20 -0.5995
O 4.63355 3.00819 1.96497 -0.27 0.85 -0.42 -0.3333
C 4.53073 2.12002 0.88314 -0.37 -0.61 -0.42 -0.4096
N 6.03334 4.99484 3.58833 -0.84 -0.21 -0.24 -0.7044
H 4.76426 7.30480 3.31349 -0.28 0.30 0.31 0.4086
H 3.81207 6.86520 1.84912 -0.27 0.39 0.11 0.3582
H 5.53105 7.07733 1.78367 0.52 -0.16 -0.31 0.3878
H 3.94577 4.98546 3.39795 0.37 0.20 0.00 0.0067
H 5.48857 4.46887 0.87062 0.89 0.39 -0.59 0.7127
H 3.78032 4.77184 1.01695 -0.17 -0.77 0.03 0.0101
H 5.27188 2.28545 0.07043 -0.10 0.01 0.60 0.3867
H 3.53953 2.14447 0.41151 0.02 0.35 -0.03 -0.0403
H 4.60103 1.09778 1.27310 0.37 0.23 -0.01 0.2284
H 6.08766 3.99174 3.79795 0.37 0.62 -0.29 0.2866
H 6.87014 5.35096 3.12394 -0.28 -0.48 0.09 0.2686
C 0.77325 -0.13007 4.62361 0.86 0.86 0.01 -1.3106
C -0.23022 1.02387 4.56558 -0.74 0.05 -0.10 0.4273
C 0.42832 2.37452 4.26020 -0.60 0.10 0.77 -0.9259
O 1.10518 2.20853 3.02717 -0.22 0.32 -0.09 -0.0325
C 1.49161 3.39799 2.34982 0.03 0.17 -0.38 0.0281
N -1.17903 0.76399 3.47589 -0.07 0.24 -0.51 0.3371
H 1.33100 -0.20075 3.67379 -0.31 0.22 0.21 0.0529
H 0.30753 -1.09991 4.76240 -0.12 0.00 0.44 0.3413
H 1.54726 0.12468 5.37934 -0.51 -0.58 -0.18 0.4189
H -0.85130 1.13595 5.50006 0.86 -0.23 -0.63 0.4377
H 1.03880 2.66040 5.14589 0.38 0.04 -0.78 0.4097
H -0.40697 3.12347 4.21672 0.69 -0.35 -0.32 0.3276
H 0.69051 4.11668 2.11818 -0.16 -0.36 0.57 0.5248
H 1.93267 3.17793 1.36256 -0.20 -0.47 0.54 -0.3629
H 2.26470 3.86296 2.93263 0.32 0.54 0.25 -0.0902
H -0.65902 0.92624 2.61125 -0.13 -0.20 -0.02 -0.6894
H -1.86752 1.51837 3.46779 -0.09 -0.02 0.16 -0.0755
C -5.15894 2.31259 4.95080 -0.49 0.39 0.03 -1.7126
C -4.69113 2.61279 3.54576 -0.17 -0.42 -0.78 1.4254
C -5.82491 3.40172 2.75896 1.48 -0.58 1.02 -0.9848
O -5.33293 3.68681 1.48367 0.11 0.20 -0.82 -0.0708
C -6.32009 4.03464 0.53214 -0.46 1.22 0.33 -0.8766
N -3.38157 3.28063 3.60464 -0.71 -0.51 -0.10 -0.2603
H -5.34386 3.25758 5.45565 0.23 0.26 0.34 0.4550
H -4.44452 1.72695 5.53760 -0.18 0.04 -0.22 0.3355
H -6.14967 1.85784 4.93009 0.13 -0.44 0.03 0.4186
H -4.49861 1.65350 3.04026 -0.28 0.23 -0.13 -0.5744
H -5.95886 4.31737 3.34696 -0.44 0.20 -0.14 0.4258
H -6.75987 2.82788 2.69398 0.13 0.02 0.19 0.3441
H -5.88447 4.11359 -0.45378 0.44 -0.27 -0.13 0.2607
H -6.79168 5.05183 0.69995 0.44 -0.98 0.28 0.2726
H -7.10523 3.28632 0.51094 -0.28 -0.19 -0.02 0.3325
H -3.05750 3.51949 2.66553 -0.19 0.46 0.51 -0.0543
H -3.46343 4.06051 4.24770 0.39 0.33 -0.48 0.3253
O -2.69196 -1.42377 3.48867 -0.96 -1.21 0.09 -0.5857
H -2.09900 -0.66978 3.35585 0.87 0.91 -0.11 0.3833
H -3.17049 -1.15501 4.27399 -0.17 -0.12 0.24 0.2340
O 1.13684 -4.77975 -2.37490 -0.44 -0.12 0.27 -0.8219
H 0.32821 -5.15199 -1.95340 0.19 -0.31 0.28 0.4123
H 0.75699 -3.97465 -2.74366 0.30 0.53 -0.37 0.2434
O -1.30237 -3.68240 1.56674 0.70 0.24 -0.63 -0.8781
H -1.15510 -3.56480 2.50594 0.02 0.11 0.27 0.2985
H -0.56739 -3.17883 1.07128 -0.52 -0.17 0.23 0.1646
O -3.85424 -2.88011 1.28015 0.21 0.11 0.17 -0.6591
H -2.87554 -2.99238 1.27461 -0.18 -0.40 -0.38 0.0387
H -3.90851 -2.54466 2.18188 -0.32 0.32 0.26 0.3844
O -4.31183 0.17236 -2.66970 0.45 -0.60 1.33 -0.6222
H -4.44982 -0.36724 -1.81979 -0.04 0.59 -1.14 0.3848
H -4.88318 -0.25066 -3.30834 -0.26 -0.18 -0.19 0.2647